No. 1
Entry from the Open Molecules 2025 dataset: one molecule with the formula C3H8N4S (the ωB97M-V functional and the def2-TZVPD basis).

Geometry as XYZ:
```
16
Properties=species:S:1:pos:R:3:mulliken_charge:R:1
H -3.160 1.652 0.119 0.28
N -2.169 1.924 0.082 -0.69
C -1.447 0.849 -0.042 0.54
N -1.832 -0.437 -0.216 -0.02
N -3.128 -0.791 -0.011 -0.73
S 0.311 1.161 -0.012 -0.17
N 0.912 -0.454 0.181 -0.33
C 2.168 -0.625 0.068 0.07
C 3.194 0.411 -0.128 -1.01
H -1.131 -1.185 -0.096 0.33
H -3.363 -1.516 -0.685 0.25
H -3.272 -1.255 0.890 0.21
H 2.525 -1.632 0.282 0.36
H 3.643 0.572 0.871 0.25
H 3.980 -0.029 -0.797 0.29
H 2.767 1.355 -0.507 0.37
```

Summary:
E_tot: -736.2580 Ha
LUMO: 0.86 eV
charge: 0
orbital gap: 9.341 eV
SMILES: [H]/N=C(\NN)S/N=C\C
ΔE to the lowest compared entry with this formula, charge and spin: 157.93 kJ/mol
multiplicity: 1

No. 2
Entry from the Open Molecules 2025 dataset: one molecule with the formula C4H8N2O (the ωB97M-V functional and the def2-TZVPD basis).

Geometry as XYZ:
```
15
Properties=species:S:1:pos:R:3:mulliken_charge:R:1
N 1.502 -0.402 -1.216 -0.46
C 0.989 -0.801 0.014 0.54
O 0.682 -1.958 0.218 -0.58
C 0.665 0.350 0.982 -0.67
N -0.613 1.019 0.666 -0.33
C -1.705 0.053 0.655 -0.20
C -1.108 0.527 -0.637 -0.36
H 1.623 -1.134 -1.900 0.23
H 2.113 0.395 -1.292 0.21
H 0.630 -0.044 2.004 0.35
H 1.459 1.097 0.924 0.34
H -1.530 -0.916 1.121 0.20
H -2.666 0.492 0.939 0.23
H -0.303 0.117 -1.287 0.26
H -1.737 1.206 -1.192 0.25
```

Summary:
E_tot: -341.9085 Ha
LUMO: 0.85 eV
charge: 0
orbital gap: 9.868 eV
SMILES: NC(=O)CN1CC1
ΔE to the lowest compared entry with this formula, charge and spin: 249.91 kJ/mol
multiplicity: 1

No. 3
Entry from the Open Molecules 2025 dataset: a 3-piece molecular cluster, C4H17N2O2 overall (the ωB97M-V functional and the def2-TZVPD basis).

Geometry as XYZ:
```
25
Properties=species:S:1:pos:R:3:mulliken_charge:R:1
C 0.627 0.511 -0.202 -0.64
N -0.503 1.228 0.457 -0.01
C -0.795 0.874 1.892 -0.93
C 0.272 -0.953 -0.395 -0.65
N -1.061 -1.146 -1.060 -0.42
C -1.093 -2.272 -1.997 -0.96
H 0.823 1.006 -1.213 0.33
H 1.529 0.505 0.406 0.32
H -0.408 2.250 0.404 0.27
H 0.117 0.933 2.487 0.41
H -1.784 1.208 2.161 0.38
H -0.937 -0.232 1.985 0.34
H 1.038 -1.464 -0.928 0.49
H 0.301 -1.311 0.621 0.39
H -1.337 0.888 -0.048 0.42
H -1.706 -1.356 -0.287 0.28
H -2.169 -2.464 -2.159 0.33
H -0.524 -1.882 -2.875 0.33
H -0.474 -3.150 -1.803 0.33
H -0.070 4.725 0.444 0.32
H -0.364 4.364 -1.116 0.32
O -0.463 4.124 -0.194 -0.68
H 3.121 -1.528 1.640 0.31
H 3.248 -2.734 0.695 0.30
O 2.611 -2.125 1.083 -0.60
```

Summary:
E_tot: -422.3222 Ha
LUMO: -2.73 eV
charge: +1
orbital gap: 10.029 eV
ΔE to the lowest compared entry with this formula, charge and spin: 185.18 kJ/mol
multiplicity: 1

No. 4
Entry from the Open Molecules 2025 dataset: a 10-piece molecular cluster, C18H58BO18 overall (the ωB97M-V functional and the def2-TZVPD basis).

Geometry as XYZ:
```
95
Properties=species:S:1:pos:R:3:mulliken_charge:R:1
B -0.108 0.661 -0.641 3.70
H 0.078 -0.351 -0.313 -1.44
H 0.713 0.926 -1.288 -0.31
H -1.000 0.786 -1.234 0.01
H -0.148 1.374 0.168 -0.78
C 1.037 2.574 -5.327 -0.97
C 1.165 1.823 -3.993 0.26
O -0.071 1.910 -3.310 -0.40
O 0.458 3.845 -5.289 -0.51
H 0.491 1.909 -5.997 0.38
H 2.047 2.603 -5.737 0.40
H 1.944 2.277 -3.381 0.17
H 1.519 0.810 -4.180 0.02
H 0.003 1.379 -2.513 0.46
H 1.023 4.443 -4.795 0.31
C -0.203 -0.383 2.816 0.47
C -0.836 -1.217 4.049 -0.70
O -1.627 -2.228 3.551 -0.58
O -1.084 0.585 2.315 -0.51
H 0.009 -1.032 1.967 -0.35
H 0.690 0.143 3.155 0.36
H -1.318 -0.521 4.734 0.30
H -0.021 -1.678 4.607 0.37
H -1.603 -2.234 2.592 0.21
H -0.819 0.772 1.411 -0.33
C -3.330 -1.052 0.559 0.46
C -4.397 -2.119 0.582 -0.87
O -3.908 -3.372 1.013 -0.55
O -2.373 -1.186 -0.496 -0.62
H -2.921 -0.989 1.567 -0.14
H -3.651 -0.021 0.407 0.17
H -4.727 -2.152 -0.456 0.31
H -5.242 -1.879 1.228 0.32
H -3.798 -3.472 1.961 0.25
H -1.663 -0.550 -0.382 -0.38
C -3.485 2.719 -0.968 -0.13
C -2.433 3.480 -0.257 -0.03
O -1.365 3.535 -1.103 -0.57
O -4.033 3.323 -2.108 -0.55
H -4.271 2.675 -0.214 0.33
H -3.152 1.729 -1.279 -0.18
H -2.194 3.070 0.725 -0.05
H -2.809 4.489 -0.087 0.47
H -0.764 2.798 -0.971 0.28
H -4.623 4.007 -1.783 0.33
C -0.632 -4.387 0.222 -0.32
C -1.719 -4.976 -0.733 -0.58
O -2.715 -5.578 -0.059 -0.64
O -0.941 -3.175 0.854 0.28
H 0.161 -4.256 -0.514 0.10
H -0.164 -5.086 0.915 0.46
H -1.318 -5.579 -1.549 0.49
H -2.155 -4.119 -1.245 0.11
H -3.226 -4.925 0.424 0.50
H -1.188 -2.507 0.211 -0.23
C 1.252 3.015 4.793 -0.78
C 0.520 3.372 3.497 0.60
O -0.835 3.728 3.818 -0.59
O 0.918 1.725 5.319 -0.51
H 1.087 3.825 5.504 0.34
H 2.335 2.989 4.669 0.30
H 0.461 2.475 2.880 -0.46
H 1.048 4.153 2.951 0.40
H -1.065 3.034 4.441 0.32
H 0.041 1.715 5.709 0.32
C 3.752 1.942 1.149 -0.24
C 3.057 2.879 0.081 0.48
O 3.775 4.036 -0.407 -0.61
O 4.122 2.622 2.377 -0.53
H 4.650 1.515 0.703 0.44
H 3.110 1.094 1.385 -0.09
H 2.133 3.296 0.482 0.12
H 2.829 2.152 -0.699 -0.21
H 3.891 4.584 0.372 0.32
H 5.056 2.840 2.386 0.30
C 3.130 -3.215 1.333 -0.76
C 2.728 -2.092 0.311 0.91
O 2.943 -2.426 -1.084 -0.69
O 4.462 -3.055 1.709 -0.56
H 3.174 -4.222 0.917 0.34
H 2.514 -3.287 2.230 0.35
H 3.360 -1.232 0.535 0.10
H 1.681 -1.871 0.514 -0.72
H 2.141 -2.059 -1.463 0.54
H 4.643 -3.815 2.267 0.32
C -0.227 -1.758 -3.374 0.26
C 0.403 -2.462 -4.596 -1.01
O 1.346 -1.646 -5.227 -0.53
O 0.749 -1.460 -2.364 -0.42
H -1.010 -2.417 -2.999 0.02
H -0.589 -0.831 -3.819 0.17
H -0.387 -2.733 -5.296 0.36
H 0.882 -3.394 -4.296 0.38
H 2.195 -1.816 -4.812 0.31
H 0.421 -0.820 -1.728 0.13
```

Summary:
E_tot: -2099.5581 Ha
LUMO: 2.33 eV
charge: -1
orbital gap: 9.057 eV
ΔE to the lowest compared entry with this formula, charge and spin: 188.94 kJ/mol
multiplicity: 1

No. 5
Entry from the Open Molecules 2025 dataset: C8H19BF2IInNO6 as an isolated structure (the ωB97M-V functional and the def2-TZVPD basis).

Geometry as XYZ:
```
39
Properties=species:S:1:pos:R:3:mulliken_charge:R:1
O 0.131 -3.694 0.242 -0.52
C 0.925 -3.007 -0.309 0.54
F 1.768 -3.585 -1.222 -0.28
N 1.067 -1.663 -0.246 -0.26
C 2.214 -1.079 -0.681 0.62
O 2.356 -0.079 -1.302 -0.48
F 3.331 -1.707 -0.173 -0.29
In -0.777 -0.572 -0.935 0.72
I -0.788 1.839 0.481 -0.52
B -2.672 -1.694 -0.284 0.40
O -3.055 -1.949 1.008 -0.54
O -3.612 -2.078 -1.220 -0.58
H -0.589 -0.325 -2.648 -0.35
H -2.424 -1.579 1.628 0.27
H -3.261 -1.991 -2.110 0.27
C 4.387 0.247 3.466 -1.11
C 5.469 -0.779 3.172 0.36
C 6.135 -0.527 1.831 -1.04
O 4.943 -2.104 3.231 -0.56
H 3.607 0.203 2.701 0.23
H 3.926 0.050 4.434 0.31
H 4.795 1.260 3.471 0.35
H 6.220 -0.752 3.967 0.27
H 5.388 -0.597 1.036 0.18
H 6.908 -1.272 1.639 0.30
H 6.584 0.467 1.786 0.36
H 4.276 -2.187 2.537 0.35
C -4.695 2.901 -0.898 -1.16
C -4.250 2.354 -2.245 0.38
C -5.288 2.589 -3.332 -1.34
O -3.919 0.977 -2.144 -0.42
H -5.613 2.398 -0.574 0.34
H -3.921 2.721 -0.152 0.20
H -4.896 3.972 -0.952 0.39
H -3.311 2.834 -2.530 0.26
H -6.222 2.079 -3.077 0.34
H -4.935 2.197 -4.286 0.31
H -5.504 3.653 -3.449 0.39
H -4.695 0.478 -1.861 0.31
```

Summary:
E_tot: -1535.0938 Ha
LUMO: 2.71 eV
charge: -1
orbital gap: 8.030 eV
multiplicity: 1

No. 6
Entry from the Open Molecules 2025 dataset: one molecule with the formula C3H3IO2 (the ωB97M-V functional and the def2-TZVPD basis).

Geometry as XYZ:
```
9
Properties=species:S:1:pos:R:3:mulliken_charge:R:1
O -1.808 -0.612 -1.456 -0.51
C -0.892 -0.486 -0.696 0.52
O 0.288 -1.218 -0.763 -0.31
C 1.099 -0.204 -0.032 -0.36
C -0.435 0.608 0.268 -0.46
I -0.888 0.294 2.400 0.08
H 1.568 0.529 -0.722 0.28
H 1.576 -0.584 0.890 0.32
H -0.508 1.673 0.111 0.44
```

Summary:
E_tot: -564.2334 Ha
LUMO: -0.38 eV
charge: 0
orbital gap: 9.538 eV
SMILES: O=C1OC[C@@H]1I
ΔE to the lowest compared entry with this formula, charge and spin: 92.95 kJ/mol
multiplicity: 1

No. 7
Entry from the Open Molecules 2025 dataset: a 2-piece molecular cluster, CH3F2OP overall (the ωB97M-V functional and the def2-TZVPD basis).

Geometry as XYZ:
```
8
Properties=species:S:1:pos:R:3:mulliken_charge:R:1
C 0.591 0.955 1.125 0.02
O -1.258 -0.399 -1.047 -0.43
F 1.700 0.741 1.909 -0.21
F 0.949 1.890 0.159 -0.24
P -0.017 -1.100 -0.262 0.24
H -0.320 1.369 1.532 0.25
H -1.030 0.027 -1.824 0.33
H -0.664 -1.292 0.871 0.05
```

Summary:
E_tot: -656.1432 Ha
LUMO: 0.08 eV
charge: 0
orbital gap: 8.849 eV
ΔE to the lowest compared entry with this formula, charge and spin: 418.74 kJ/mol
multiplicity: 1

No. 8
Entry from the Open Molecules 2025 dataset: C19H35O4ReS3Si3 as an isolated structure (the ωB97M-V functional and the def2-TZVPD basis).

Geometry as XYZ:
```
65
Properties=species:S:1:pos:R:3:mulliken_spin:R:1
Re 0.413 1.492 -0.013 3.15
C -0.929 4.355 -1.046 0.00
O -0.988 2.927 -0.808 0.08
Si -2.412 1.934 -0.830 0.02
C -3.144 2.104 -2.520 0.00
C -3.638 2.714 0.311 0.01
C -1.441 0.434 -0.313 0.09
Si -2.175 -0.388 1.239 -0.01
C -4.027 -0.607 1.057 0.01
C -1.855 0.640 2.775 0.02
C -1.430 -2.067 1.552 0.01
Si -1.140 -0.726 -1.785 0.01
C -0.045 0.246 -2.973 0.08
C -0.145 -2.241 -1.356 -0.03
C -2.704 -1.319 -2.603 0.00
H -1.453 4.585 -1.972 0.00
H 0.107 4.658 -1.135 0.00
H -1.393 4.884 -0.217 0.00
H -3.401 3.156 -2.683 0.00
H -4.078 1.535 -2.579 0.00
H -2.492 1.779 -3.332 0.00
H -3.771 3.763 0.022 0.00
H -3.363 2.684 1.363 0.00
H -4.608 2.223 0.193 0.00
H -4.580 0.261 1.427 0.00
H -4.361 -1.476 1.637 0.00
H -4.319 -0.775 0.016 0.00
H -2.448 1.556 2.801 0.01
H -0.803 0.920 2.872 0.00
H -2.118 0.064 3.670 0.00
H -1.866 -2.826 0.895 0.00
H -1.649 -2.360 2.586 0.00
H -0.345 -2.084 1.415 0.00
H 0.910 0.492 -2.483 -0.01
H -0.489 1.185 -3.320 0.02
H 0.217 -0.345 -3.857 0.01
H 0.658 -2.028 -0.646 0.03
H 0.311 -2.621 -2.278 0.00
H -0.760 -3.043 -0.940 0.00
H -3.187 -0.567 -3.228 0.00
H -3.428 -1.665 -1.860 0.00
H -2.463 -2.176 -3.243 0.00
O 3.132 -6.098 1.978 0.00
C 3.516 -5.203 1.050 0.00
O 4.181 -5.544 0.119 0.00
C 3.058 -3.772 1.221 -0.01
C 2.558 -3.257 2.410 0.01
C 2.168 -1.928 2.490 0.01
C 2.268 -1.131 1.357 0.04
S 1.737 0.552 1.522 -0.28
C 2.783 -1.628 0.164 -0.02
C 3.183 -2.947 0.107 0.02
H 2.555 -5.708 2.643 0.00
H 2.489 -3.862 3.307 0.00
H 1.789 -1.514 3.417 0.00
H 2.870 -0.982 -0.702 0.00
H 3.601 -3.369 -0.797 0.00
C 5.865 3.621 0.348 -0.01
O 4.540 3.602 -0.244 0.01
C 3.696 2.654 0.056 0.04
S 4.120 1.405 1.076 -0.30
S 2.182 2.922 -0.769 0.01
H 6.257 4.608 0.141 0.00
H 6.482 2.858 -0.122 0.01
H 5.800 3.444 1.418 0.01
```

Summary:
E_tot: -3187.1304 Ha
LUMO (alpha / beta): -4.71 / -4.41 eV
charge: +1
orbital gap (alpha / beta): 6.741 / 6.974 eV
<S²>: 4.15
ΔE to the lowest compared entry with this formula, charge and spin: 52.36 kJ/mol
multiplicity: 4

No. 9
Entry from the Open Molecules 2025 dataset: C4H5NO2 as an isolated structure (the ωB97M-V functional and the def2-TZVPD basis).

Geometry as XYZ:
```
12
Properties=species:S:1:pos:R:3:mulliken_charge:R:1
C -2.044 0.735 0.331 -0.77
C -0.378 -0.110 -0.465 0.61
C 0.174 -1.295 -0.531 -0.36
O 1.550 -1.200 -0.216 -0.23
C 1.960 0.058 -0.089 -0.29
O 3.218 -0.008 0.307 -0.34
N -0.658 1.048 -0.210 -0.35
H -2.119 1.422 1.146 0.28
H -2.707 0.958 -0.508 0.29
H -2.271 -0.292 0.685 0.31
H -0.188 -2.230 -0.921 0.39
H 3.461 0.914 0.471 0.45
```

Summary:
E_tot: -360.4538 Ha
LUMO: 0.45 eV
charge: 0
orbital gap: 8.663 eV
ΔE to the lowest compared entry with this formula, charge and spin: 566.02 kJ/mol
multiplicity: 1

No. 10
Entry from the Open Molecules 2025 dataset: one molecule with the formula C7H12N2O5 (the ωB97M-V functional and the def2-TZVPD basis).

Geometry as XYZ:
```
26
Properties=species:S:1:pos:R:3:mulliken_charge:R:1
C 2.488 1.220 0.937 -1.42
C 2.350 0.269 -0.270 0.38
N 0.980 -0.046 -0.321 -0.06
C -0.023 0.764 -0.566 0.17
O 0.236 1.957 -0.852 -0.74
C -1.286 -0.065 -0.303 0.09
N -1.112 -1.234 0.700 -0.67
C -2.632 0.521 -0.096 -0.70
C -3.851 -0.594 -0.253 0.83
O -3.749 -1.780 -0.012 -0.55
O -5.026 0.100 -0.504 -0.46
C 3.294 -0.897 -0.448 0.50
O 2.870 -1.940 -0.853 -0.57
O 4.597 -0.715 -0.180 -0.45
H 3.483 1.686 0.973 0.37
H 1.742 1.991 0.661 0.41
H 2.196 0.775 1.893 0.31
H 2.669 1.026 -1.035 0.11
H 0.844 -1.009 -0.090 0.41
H -1.356 -0.747 -1.187 0.23
H -1.217 -0.946 1.650 0.20
H -1.821 -1.832 0.493 0.29
H -3.117 1.348 -0.699 0.45
H -2.766 0.733 1.055 0.22
H -4.784 1.007 -0.470 0.31
H 4.988 -1.591 -0.222 0.35
```

Summary:
E_tot: -759.6312 Ha
LUMO: 0.39 eV
charge: 0
orbital gap: 10.146 eV
SMILES: C[C@H](NC(=O)[C@@H](N)CC(=O)O)C(=O)O
ΔE to the lowest compared entry with this formula, charge and spin: 213.64 kJ/mol
multiplicity: 1

No. 11
Entry from the Open Molecules 2025 dataset: C8H11NO as an isolated structure (the ωB97M-V functional and the def2-TZVPD basis).

Geometry as XYZ:
```
21
Properties=species:S:1:pos:R:3:mulliken_charge:R:1
C 0.241 0.586 -1.740 -0.58
C -1.357 -0.469 1.550 -1.99
C -0.784 0.109 -0.798 -0.01
C -0.586 0.428 0.589 1.12
C 1.052 -0.452 -0.969 0.53
N -0.602 1.803 0.970 -0.47
C 1.156 -1.794 -1.078 -0.79
O -1.847 -0.575 -1.344 -0.50
C 1.613 0.250 0.291 -0.58
C 2.645 0.714 0.786 -0.39
H -2.259 -1.129 -0.670 0.39
H 0.290 2.267 1.066 0.20
H -1.425 2.107 1.473 0.19
H 0.556 1.620 -1.605 0.29
H 0.051 0.266 -2.760 0.34
H -1.146 -1.528 1.381 0.43
H -2.435 -0.339 1.422 0.46
H -1.135 -0.187 2.577 0.41
H 0.268 -2.408 -1.144 0.24
H 2.047 -2.302 -0.737 0.32
H 3.657 1.032 0.740 0.40
```

Summary:
E_tot: -441.1558 Ha
LUMO (alpha / beta): 0.29 / 0.29 eV
charge: 0
orbital gap (alpha / beta): 7.146 / 7.140 eV
ΔE to the lowest compared entry with this formula, charge and spin: 766.13 kJ/mol
multiplicity: 1

No. 12
Entry from the Open Molecules 2025 dataset: C12H17IN2Pd as an isolated structure (the ωB97M-V functional and the def2-TZVPD basis).

Geometry as XYZ:
```
33
Properties=species:S:1:pos:R:3:mulliken_spin:R:1
C -2.052 1.110 -2.277 -0.01
C -2.294 2.642 -0.552 0.07
H -1.406 1.635 -2.992 0.00
H -3.074 1.499 -2.284 0.00
H -2.085 0.046 -2.549 0.00
H -2.024 3.205 0.350 -0.01
H -2.163 3.311 -1.401 0.00
H -3.317 2.267 -0.425 -0.01
Pd -0.924 1.050 -0.487 0.06
C -2.550 -0.011 0.185 0.04
H -2.829 0.371 1.175 0.00
H -2.227 -1.057 0.269 0.00
H -3.379 0.081 -0.527 0.00
I 0.906 2.926 -1.223 0.81
N -0.066 1.047 1.463 0.01
C 0.968 0.031 1.591 0.03
C 1.799 -0.041 2.690 0.12
C 2.815 -1.019 2.707 -0.04
C 2.995 -1.888 1.641 0.16
C 2.162 -1.813 0.485 -0.09
C 2.295 -2.603 -0.681 0.37
C 1.476 -2.387 -1.769 -0.07
C 0.517 -1.364 -1.731 0.21
N 0.379 -0.599 -0.644 0.21
C 1.140 -0.815 0.483 0.05
H -0.810 0.924 2.149 0.00
H 0.308 2.003 1.553 0.00
H 1.665 0.655 3.524 0.03
H 3.468 -1.079 3.579 0.00
H 3.800 -2.631 1.669 0.00
H 3.070 -3.375 -0.709 0.02
H 1.566 -2.983 -2.676 0.00
H -0.131 -1.141 -2.584 0.07
```

Summary:
E_tot: -1002.3920 Ha
LUMO (alpha / beta): 0.05 / -3.81 eV
charge: 0
orbital gap (alpha / beta): 4.698 / 4.072 eV
<S²>: 2.03
ΔE to the lowest compared entry with this formula, charge and spin: 154.61 kJ/mol
multiplicity: 3